No. 1
The molecule C4H9NO2. Source: the OMol25 dataset; level of theory: ωB97M-V/def2-TZVPD.

- HOMO level (alpha / beta) (eV) = -9.598 / -8.686
- gap between HOMO and LUMO (alpha / beta) (eV) = 9.210 / 7.315
- molar mass (u) = 103.1
- energy relative to the best compared isomer or geometry (same formula, charge and spin) (kcal per mole) = 141.0

```
16
C4H9NO2 | the OMol25 dataset | ωB97M-V/def2-TZVPD
C 0.605 1.076 1.268
C -0.878 -0.262 -1.208
C 0.195 -0.828 -0.253
N -0.148 2.187 0.820
C 0.714 -2.105 -0.557
O 1.092 0.136 0.252
O -1.795 0.020 -0.229
H 0.012 0.506 1.988
H 0.368 2.776 0.180
H -1.033 1.887 0.421
H 1.532 1.410 1.732
H -0.674 -1.102 0.579
H -0.469 0.606 -1.749
H -1.223 -1.021 -1.930
H 0.585 -2.547 -1.537
H 1.116 -2.739 0.223
```

No. 2
The molecule C4H9NO2. Source: the OMol25 dataset; level of theory: ωB97M-V/def2-TZVPD.

- HOMO level (eV) = -9.810
- gap between HOMO and LUMO (eV) = 10.556
- molar mass (u) = 103.1
- energy relative to the best compared isomer or geometry (same formula, charge and spin) (kcal per mole) = 44.0
- SMILES = C[C@@H](CO)NC=O

```
16
C4H9NO2 | the OMol25 dataset | ωB97M-V/def2-TZVPD
C -1.683 -0.626 0.464
C -0.361 0.194 0.709
C 0.882 -0.621 0.470
O 1.447 -1.226 1.705
N -0.401 1.376 -0.248
C 0.003 1.159 -1.555
O 0.281 0.002 -1.962
H -2.530 -0.150 0.977
H -1.665 -1.594 0.962
H -2.002 -0.801 -0.586
H -0.372 0.751 1.681
H 0.676 -1.404 -0.296
H 1.712 0.092 0.206
H 0.804 -1.659 2.259
H -0.563 2.208 0.229
H -0.124 2.081 -2.166
```

No. 3
The molecule C4H9NO2. Source: the OMol25 dataset; level of theory: ωB97M-V/def2-TZVPD.

- HOMO level (eV) = -9.331
- gap between HOMO and LUMO (eV) = 10.250
- molar mass (u) = 103.1
- energy relative to the best compared isomer or geometry (same formula, charge and spin) (kcal per mole) = 45.4
- SMILES = O=CCCNCO

```
16
C4H9NO2 | the OMol25 dataset | ωB97M-V/def2-TZVPD
O -1.438 -2.150 -1.883
C -1.216 -1.029 -2.266
C -0.412 -0.018 -1.487
C -0.161 -0.485 -0.070
N 0.888 0.294 0.591
C 0.735 0.508 2.020
O 1.155 1.814 2.381
H -1.666 -0.751 -3.226
H -1.018 0.887 -1.501
H 0.523 0.198 -2.016
H 0.057 -1.542 -0.077
H -1.063 -0.299 0.530
H 1.812 -0.095 0.463
H 1.329 -0.160 2.623
H -0.333 0.428 2.234
H 0.808 2.401 1.685
```

No. 4
The molecule C4H9NO2. Source: the OMol25 dataset; level of theory: ωB97M-V/def2-TZVPD.

- HOMO level (eV) = -9.259
- gap between HOMO and LUMO (eV) = 9.941
- molar mass (u) = 103.1
- energy relative to the best compared isomer or geometry (same formula, charge and spin) (kcal per mole) = 59.9
- SMILES = C[C@H](O)[C@@H](N)C=O

```
16
C4H9NO2 | the OMol25 dataset | ωB97M-V/def2-TZVPD
C -1.125 0.651 1.385
C -0.464 -0.407 0.489
O 0.464 -1.240 1.181
C 0.244 0.242 -0.681
N 1.684 0.500 -0.392
C 0.159 -0.382 -2.086
O -0.928 -0.515 -2.596
H -2.116 1.067 1.151
H -0.587 1.600 1.188
H -1.105 0.350 2.423
H -1.252 -1.150 0.241
H 0.023 -1.831 1.785
H -0.118 1.239 -1.001
H 1.789 0.377 0.606
H 2.287 -0.057 -0.972
H 1.044 -0.443 -2.722
```

No. 5
The molecule C4H9NO2. Source: the OMol25 dataset; level of theory: ωB97M-V/def2-TZVPD.

- HOMO level (eV) = -9.611
- gap between HOMO and LUMO (eV) = 10.495
- molar mass (u) = 103.1
- energy relative to the best compared isomer or geometry (same formula, charge and spin) (kcal per mole) = 38.1
- SMILES = CNC(=O)COC

```
16
C4H9NO2 | the OMol25 dataset | ωB97M-V/def2-TZVPD
C 0.686 1.759 2.145
N 0.564 1.099 0.858
C 0.513 -0.299 0.866
O 0.897 -0.923 1.858
C -0.071 -1.095 -0.298
O -0.944 -0.316 -1.145
C -1.059 -0.936 -2.461
H 0.643 2.847 2.030
H -0.044 1.420 2.871
H 1.648 1.516 2.578
H 0.264 1.596 0.017
H -0.684 -1.970 0.015
H 0.780 -1.445 -0.870
H -2.067 -0.776 -2.888
H -0.330 -0.472 -3.143
H -0.795 -2.004 -2.432
```

No. 6
The molecule C4H9NO2. Source: the OMol25 dataset; level of theory: ωB97M-V/def2-TZVPD.

- HOMO level (eV) = -9.424
- gap between HOMO and LUMO (eV) = 10.371
- molar mass (u) = 103.1
- energy relative to the best compared isomer or geometry (same formula, charge and spin) (kcal per mole) = 118.6
- SMILES = CN(O)[C@]1(C)CO1

```
16
C4H9NO2 | the OMol25 dataset | ωB97M-V/def2-TZVPD
C 1.427 0.863 -0.908
N -0.160 0.643 -0.786
O -0.704 1.843 -0.200
C -0.343 -0.429 0.179
C -1.242 -1.606 -0.111
C 0.148 -0.084 1.504
O 0.947 -0.842 0.609
H 2.269 0.497 -0.261
H 1.652 0.457 -1.890
H 1.424 1.931 -0.818
H -1.376 2.182 -0.812
H -2.306 -1.405 0.037
H -0.941 -2.419 0.560
H -1.089 -1.936 -1.142
H 0.398 0.968 1.660
H -0.105 -0.663 2.378
```

No. 7
A structure of composition C4H9NO2. Source: the OMol25 dataset; level of theory: ωB97M-V/def2-TZVPD.

- HOMO level (eV) = -8.957
- gap between HOMO and LUMO (eV) = 9.582
- molar mass (u) = 103.1
- energy relative to the best compared isomer or geometry (same formula, charge and spin) (kcal per mole) = 102.5

```
16
C4H9NO2 | the OMol25 dataset | ωB97M-V/def2-TZVPD
C 0.561 -0.192 0.145
C 0.500 -0.242 1.669
C 1.173 -1.426 -0.483
C -0.695 0.262 -0.456
O -1.936 2.155 -0.775
O -1.429 -0.447 -1.315
N -0.633 1.563 -0.446
H -1.746 3.100 -0.810
H -2.076 0.157 -1.720
H 0.848 1.102 -0.056
H 0.066 0.673 2.070
H -0.106 -1.090 2.001
H 0.583 -2.316 -0.245
H 1.213 -1.346 -1.569
H 2.178 -1.590 -0.094
H 1.500 -0.364 2.084
```

No. 8
The molecule C4H9NO2. Source: the OMol25 dataset; level of theory: ωB97M-V/def2-TZVPD.

- HOMO level (eV) = -7.478
- gap between HOMO and LUMO (eV) = 7.414
- molar mass (u) = 103.1
- energy relative to the best compared isomer or geometry (same formula, charge and spin) (kcal per mole) = 121.2

```
16
C4H9NO2 | the OMol25 dataset | ωB97M-V/def2-TZVPD
C -1.077 -0.048 -1.264
C -0.593 0.768 -0.083
O -1.516 1.501 0.704
C 0.079 -0.339 0.725
C 1.014 -0.851 -0.328
O 0.880 -2.052 -0.808
N 2.114 -0.110 -0.673
H -2.045 -0.478 -0.955
H -0.085 -1.682 -1.177
H -1.256 0.564 -2.158
H 0.186 1.480 -0.415
H -1.853 2.186 0.111
H 0.611 -0.102 1.658
H -0.650 -1.135 0.914
H 3.005 -0.409 -0.294
H 1.955 0.883 -0.561
```

No. 9
The molecule C4H9NO2. Source: the OMol25 dataset; level of theory: ωB97M-V/def2-TZVPD.

- HOMO level (eV) = -10.189
- gap between HOMO and LUMO (eV) = 10.825
- molar mass (u) = 103.1
- energy relative to the best compared isomer or geometry (same formula, charge and spin) (kcal per mole) = 71.9
- SMILES = C[C@H](O)[C@@H](N)C=O

```
16
C4H9NO2 | the OMol25 dataset | ωB97M-V/def2-TZVPD
C -0.584 0.720 1.680
C -0.290 0.527 0.173
O -1.744 0.239 -0.350
C 0.702 -0.487 -0.215
N 0.200 -1.932 -0.411
C 1.520 0.044 -1.279
O 2.058 1.124 -1.292
H -1.524 1.241 1.842
H 0.221 1.407 2.070
H -0.717 -0.172 2.207
H -0.157 1.500 -0.348
H -1.807 0.889 -1.103
H 1.417 -0.428 0.568
H -0.031 -1.961 -1.359
H -0.743 -1.971 0.067
H 1.479 -0.740 -2.250
```

No. 10
The molecule C4H9NO2. Source: the OMol25 dataset; level of theory: ωB97M-V/def2-TZVPD.

- HOMO level (eV) = -9.924
- gap between HOMO and LUMO (eV) = 10.785
- molar mass (u) = 103.1
- energy relative to the best compared isomer or geometry (same formula, charge and spin) (kcal per mole) = 21.1
- SMILES = CCNC(=O)OC

```
16
C4H9NO2 | the OMol25 dataset | ωB97M-V/def2-TZVPD
C -0.467 -2.387 -0.239
C 0.577 -1.393 0.248
N 0.348 -0.068 -0.312
C -0.638 0.726 0.214
O -1.337 0.435 1.154
O -0.725 1.939 -0.417
C 0.392 2.756 -0.060
H -0.439 -2.454 -1.333
H -0.330 -3.392 0.173
H -1.450 -2.018 0.062
H 0.548 -1.294 1.338
H 1.593 -1.708 -0.016
H 0.561 0.070 -1.292
H 0.332 3.682 -0.631
H 0.343 2.978 1.009
H 1.339 2.241 -0.256
```

No. 11
A cluster of 3 separate species, C4H9NO2 in total. Source: the OMol25 dataset; level of theory: ωB97M-V/def2-TZVPD.

- HOMO level (eV) = -8.487
- gap between HOMO and LUMO (eV) = 3.893
- molar mass (u) = 103.1
- energy relative to the best compared isomer or geometry (same formula, charge and spin) (kcal per mole) = 172.8

```
16
C4H9NO2 | the OMol25 dataset | ωB97M-V/def2-TZVPD
C 0.827 -1.612 -0.058
C 1.372 -0.245 0.189
C 0.961 0.355 1.417
C -2.543 0.203 -0.400
O -2.770 0.883 0.604
O -1.947 -0.895 -0.495
N 2.021 0.389 -0.725
H 1.495 -2.471 0.021
H 0.409 -1.666 -1.048
H -0.078 -1.734 0.533
H -2.948 0.588 -1.368
H 1.376 1.326 1.691
H 0.156 -0.065 2.003
H -0.439 1.702 -0.617
H 2.310 1.338 -0.451
H -0.204 1.904 -1.296
```

No. 12
A cluster of 2 separate species, C4H9NO2 in total. Source: the OMol25 dataset; level of theory: ωB97M-V/def2-TZVPD.

- HOMO level (eV) = -9.517
- gap between HOMO and LUMO (eV) = 6.236
- molar mass (u) = 103.1
- energy relative to the best compared isomer or geometry (same formula, charge and spin) (kcal per mole) = 194.7

```
16
C4H9NO2 | the OMol25 dataset | ωB97M-V/def2-TZVPD
C -1.310 -0.063 0.931
O -2.198 -0.358 -0.014
C -0.149 0.183 0.030
C 0.337 -1.149 -0.815
C 1.239 -0.500 0.152
N 2.305 0.303 -0.450
O 1.430 -0.965 1.331
H -1.476 0.797 1.588
H -1.100 -0.936 1.576
H -2.247 1.805 -0.339
H -0.282 1.013 -0.657
H -2.527 2.484 -0.400
H 0.572 -0.939 -1.849
H -0.340 -1.968 -0.642
H 2.814 0.737 0.315
H 2.929 -0.445 -0.756
```